17 unconnected molecules or ions with the total composition C24H81FN4O22P2, computed with ωB97M-V/def2-TZVPD.

The total energy comes out at -98502.426 eV. For the LUMO energy, the calculation gives -0.3 eV. Its total charge is 0. The value obtained for the highest occupied orbital energy is -9.38 eV.

CARTESIAN COORDINATES (ANGSTROEM)
C -2.334 6.759 -4.271
C -1.081 5.906 -4.327
C -1.133 4.682 -3.432
C -2.250 3.707 -3.796
C -1.812 2.262 -3.683
C -2.828 1.227 -4.144
C -3.832 0.758 -3.077
C -3.983 -0.779 -3.068
C -3.341 -1.536 -1.881
C -4.329 -2.176 -0.923
C -3.654 -2.901 0.259
C -3.146 -2.100 1.451
C -2.136 -2.981 2.228
C -0.851 -2.312 2.688
N -0.052 -1.743 1.599
C 0.675 -2.740 0.804
C 0.345 -2.765 -0.659
C 0.465 -1.531 -1.486
N -0.004 -3.895 -1.129
C 0.835 -0.690 2.030
O 1.649 -0.352 0.905
C 1.855 -1.065 3.187
O 3.133 -0.615 2.758
C 4.171 -1.486 2.751
N 3.978 -2.679 1.827
C 4.231 -3.761 2.331
O 4.500 -4.784 2.849
P 5.666 -0.559 2.169
N 5.777 0.925 2.648
C 1.598 -0.480 4.561
F 0.429 -1.012 5.069
C 2.686 -0.780 5.575
C 3.876 0.180 5.573
P -0.154 0.797 2.365
O -1.083 0.691 3.495
O 0.824 2.050 2.534
O -0.962 1.051 1.024
H -2.801 6.723 -3.296
H -2.098 7.796 -4.465
H -3.039 6.465 -5.035
H -0.265 6.517 -3.950
H -0.807 5.653 -5.335
H -1.218 5.036 -2.409
H -0.160 4.201 -3.496
H -3.069 3.878 -3.113
H -2.598 3.930 -4.796
H -0.903 2.175 -4.270
H -1.514 2.059 -2.660
H -3.386 1.665 -4.961
H -2.263 0.374 -4.487
H -4.797 1.226 -3.145
H -3.441 1.026 -2.101
H -5.048 -0.970 -3.034
H -3.565 -1.190 -3.972
H -2.729 -2.337 -2.285
H -2.677 -0.910 -1.296
H -4.854 -2.965 -1.455
H -5.080 -1.470 -0.579
H -4.409 -3.592 0.617
H -2.858 -3.498 -0.166
H -3.980 -1.894 2.111
H -2.710 -1.146 1.181
H -2.560 -3.384 3.140
H -1.863 -3.828 1.612
H -1.120 -1.549 3.403
H -0.251 -3.046 3.226
H 0.395 -3.728 1.146
H 1.748 -2.661 0.924
H 0.000 -0.684 -1.004
H 0.026 -1.683 -2.458
H 1.516 -1.286 -1.583
H -0.203 -3.834 -2.124
H 1.329 0.438 0.463
H 1.822 -2.145 3.278
H 4.428 -1.889 3.729
H 5.628 -0.655 0.775
H 6.745 -1.343 2.618
H 4.970 1.190 3.196
H 1.502 0.599 4.530
H 2.172 -0.668 6.520
H 2.992 -1.820 5.530
H 3.690 0.986 4.877
H 4.734 -0.356 5.190
H 4.137 0.528 6.559
H 0.244 2.819 2.636
H -1.253 1.971 0.969
O -4.741 -3.310 -4.921
H -4.996 -3.852 -5.678
H -5.435 -3.467 -4.271
O 1.903 -6.364 3.854
H 2.592 -5.799 3.484
H 2.244 -6.597 4.726
O -0.799 6.977 -7.220
H -0.276 6.543 -7.903
H -1.291 7.656 -7.696
O 3.500 0.888 8.587
H 2.621 0.891 8.978
H 3.897 1.715 8.878
O 4.113 -8.504 4.621
H 3.382 -8.652 4.011
H 4.601 -7.767 4.241
O -6.382 -1.402 -6.467
H -5.868 -1.974 -5.877
H -7.188 -1.201 -5.985
O -5.021 3.347 -1.914
H -4.499 2.841 -1.284
H -5.834 3.524 -1.434
O 0.886 9.514 -8.120
H 1.765 9.798 -7.847
H 0.648 8.844 -7.468
O 0.139 -8.827 3.006
H -0.608 -9.110 3.543
H 0.416 -7.983 3.394
O 6.730 -2.345 -0.677
H 6.302 -2.546 -1.517
H 6.101 -2.659 -0.021
O 0.936 12.445 -8.737
H 1.619 12.587 -9.398
H 0.843 11.485 -8.675
O -1.684 -7.849 0.661
H -1.090 -7.227 0.226
H -1.283 -8.028 1.518
O 1.467 5.324 3.112
H 1.382 4.375 2.990
H 2.079 5.415 3.848
O 3.610 -4.210 -1.204
H 2.678 -4.396 -1.034
H 3.997 -4.092 -0.334
O -2.986 2.619 2.670
H -2.569 1.798 2.968
H -3.739 2.743 3.253
O 5.707 2.926 5.552
H 5.966 2.197 4.974
H 5.886 3.711 5.028